Entry 1:
{"formula": "C11H22FO19PS5", "method": "ωB97M-V/def2-TZVPD", "energy_ha": -4293.90780, "smiles": "CS(=O)(=O)PCC(=O)F.O=S1(=O)OCCO1.O=S1(=O)OCCO1.O=S1(=O)OCCO1.O=S1(=O)OCCO1", "gap_ev": 9.577, "symbols": ["C", "S", "O", "O", "P", "C", "C", "O", "F", "H", "H", "H", "H", "H", "H", "O", "S", "O", "O", "C", "C", "O", "H", "H", "H", "H", "O", "S", "O", "O", "C", "C", "O", "H", "H", "H", "H", "O", "S", "O", "O", "C", "C", "O", "H", "H", "H", "H", "O", "S", "O", "O", "C", "C", "O", "H", "H", "H", "H"], "xyz": [[-2.837, -0.904, -0.347], [-2.350, 0.393, 0.795], [-3.222, 0.290, 1.948], [-2.551, 1.674, 0.150], [-0.305, 0.307, 1.440], [0.612, 1.357, 0.185], [0.329, 0.952, -1.249], [0.893, 0.045, -1.789], [-0.598, 1.639, -1.939], [-3.512, -1.619, 0.130], [-2.001, -1.471, -0.769], [-3.378, -0.454, -1.171], [0.245, -0.988, 1.284], [1.677, 1.264, 0.379], [0.299, 2.391, 0.356], [4.633, -0.428, 3.327], [3.486, 0.386, 3.148], [2.560, 0.160, 2.094], [3.955, 1.917, 3.106], [3.287, 2.662, 4.135], [3.016, 1.651, 5.227], [2.674, 0.449, 4.524], [2.358, 3.059, 3.721], [3.911, 3.484, 4.475], [2.207, 1.953, 5.885], [3.912, 1.454, 5.820], [9.362, -3.440, 3.930], [8.989, -3.684, 2.585], [9.466, -4.804, 1.859], [9.276, -2.350, 1.735], [8.069, -1.897, 1.113], [6.960, -2.365, 2.030], [7.386, -3.658, 2.480], [7.996, -2.364, 0.128], [8.083, -0.816, 0.999], [6.001, -2.433, 1.525], [6.865, -1.716, 2.901], [-4.875, -2.980, -4.674], [-4.089, -1.963, -4.079], [-4.069, -1.742, -2.676], [-4.415, -0.576, -4.812], [-3.213, -0.017, -5.360], [-2.336, -1.213, -5.664], [-2.572, -2.117, -4.578], [-2.760, 0.628, -4.603], [-3.438, 0.570, -6.247], [-1.282, -0.953, -5.723], [-2.640, -1.706, -6.590], [-4.089, 1.613, -1.452], [-5.260, 2.401, -1.575], [-5.253, 3.682, -2.184], [-5.933, 2.518, -0.121], [-7.271, 2.016, -0.156], [-7.268, 0.971, -1.251], [-6.420, 1.516, -2.266], [-7.941, 2.844, -0.399], [-7.544, 1.602, 0.812], [-8.261, 0.777, -1.646], [-6.825, 0.034, -0.905]], "forces_ev_per_a": [[0.320, -0.632, -0.157], [-2.748, 0.906, -0.450], [0.847, -1.131, 0.484], [2.475, -0.331, 0.725], [0.948, 0.907, 1.179], [-1.258, 0.248, -0.836], [1.092, -1.068, -0.322], [-0.488, 0.529, 0.213], [0.229, 0.148, 0.565], [0.208, 0.275, 0.303], [0.089, 0.315, 0.188], [0.167, 0.375, 0.226], [-0.475, 0.036, -0.641], [-0.119, -0.210, -0.043], [-0.076, -0.198, 0.046], [0.037, -0.101, -0.353], [-0.111, 0.461, 0.607], [0.299, -0.329, 0.067], [0.084, -0.370, 0.175], [-0.490, 0.269, 0.025], [0.458, 0.111, 0.321], [-0.108, 0.141, -0.479], [0.003, -0.003, 0.028], [0.189, -0.103, -0.161], [-0.157, -0.214, -0.125], [-0.013, 0.042, 0.006], [0.216, -0.106, -0.016], [-0.353, 0.297, -0.136], [0.038, -0.123, 0.162], [-0.168, -0.078, 0.366], [-0.223, -0.165, -0.461], [-0.029, 0.462, 0.337], [0.362, -0.087, -0.378], [-0.024, 0.021, 0.004], [0.210, -0.007, 0.137], [0.009, -0.247, 0.057], [-0.058, 0.032, -0.052], [-0.187, -0.023, 0.230], [0.307, 0.354, -0.467], [-0.265, -0.457, -0.185], [0.059, -0.436, -0.127], [0.414, 0.357, 0.254], [-0.148, -0.044, -0.521], [-0.178, 0.284, 0.318], [0.007, -0.006, -0.016], [-0.248, -0.087, 0.028], [0.029, -0.134, 0.253], [0.013, 0.039, -0.010], [-1.049, 0.339, -1.353], [-0.351, -0.295, 0.167], [0.146, -0.076, -0.146], [0.151, -0.299, -0.245], [-0.428, 0.231, -0.100], [0.145, -0.439, 0.289], [-0.054, 0.496, 0.136], [-0.025, -0.035, -0.001], [0.244, 0.041, 0.065], [0.084, 0.116, -0.216], [-0.051, 0.004, 0.035]]}

=====

Entry 2:
{"formula": "H9PSi4", "method": "ωB97M-V/def2-TZVPD", "energy_ha": -1504.51655, "smiles": "[SiH2]=[PH]1[SiH2][SiH2][SiH2]1", "gap_ev": 6.480, "e_above_lowest_kcal_mol": 69.09, "symbols": ["Si", "P", "Si", "Si", "Si", "H", "H", "H", "H", "H", "H", "H", "H", "H"], "xyz": [[-0.987, 1.822, -2.669], [0.482, 0.787, -0.730], [1.971, -0.064, 1.040], [0.181, -1.494, 1.848], [-1.159, -0.505, 0.123], [-1.859, 0.919, -3.382], [0.143, 1.689, -3.471], [0.159, 1.752, 0.149], [2.498, 1.067, 1.601], [2.963, -1.151, 0.744], [0.588, -2.795, 1.792], [-0.772, -1.355, 3.000], [-1.896, -0.727, -1.072], [-2.313, 0.055, 1.025]], "forces_ev_per_a": [[-0.840, 1.437, 2.172], [0.822, -1.134, 0.033], [-2.296, -2.562, -1.659], [-1.404, 2.736, -0.414], [-0.545, 0.357, 1.745], [-0.491, -1.253, -0.509], [1.784, -0.109, -1.667], [-0.140, 1.505, 0.999], [1.050, 1.885, 1.219], [-0.013, 0.564, -0.218], [0.907, -2.575, -0.138], [0.602, 0.149, -0.005], [-0.568, -1.121, -0.917], [1.132, 0.122, -0.643]]}

=====

Entry 3:
{"formula": "C4H11NO", "method": "ωB97M-V/def2-TZVPD", "energy_ha": -288.93412, "smiles": "C=CN.CCO", "gap_ev": 9.828, "e_above_lowest_kcal_mol": 52.02, "symbols": ["C", "C", "N", "H", "H", "H", "H", "H", "C", "C", "O", "H", "H", "H", "H", "H", "H"], "xyz": [[-0.660, 1.742, 0.989], [-1.748, 1.051, 0.697], [-1.965, -0.320, 0.733], [-0.770, 2.809, 0.969], [0.236, 1.332, 1.435], [-2.497, 1.667, 0.212], [-1.950, -0.961, -0.022], [-1.346, -0.696, 1.443], [2.454, -0.153, -0.360], [1.396, -0.856, -1.216], [0.138, -1.194, -0.665], [3.340, -0.136, -0.988], [2.620, -0.831, 0.485], [2.151, 0.792, 0.081], [1.276, -0.251, -2.124], [1.804, -1.807, -1.564], [-0.501, -0.483, -0.791]], "forces_ev_per_a": [[0.337, 0.031, 1.116], [-0.368, 0.409, -2.334], [0.066, -0.009, 2.833], [0.264, 0.334, -0.105], [0.049, -0.150, -0.021], [-0.584, -0.340, 0.091], [-0.541, 0.077, -0.985], [-0.044, -0.318, -0.196], [-0.962, -1.532, 0.749], [0.238, 0.312, -1.220], [0.294, 0.112, 0.188], [0.218, 0.457, 0.224], [0.399, 0.175, 0.027], [0.076, 0.278, -0.480], [-0.282, -0.065, -0.015], [0.185, 0.035, 0.105], [0.654, 0.193, 0.024]]}

=====

Entry 4:
{"formula": "C4H9Cl2", "method": "ωB97M-V/def2-TZVPD", "s2": 0.75, "energy_ha": -1078.12914, "gap_ev": [7.856, 11.616], "e_above_lowest_kcal_mol": 3.06, "spin_multiplicity": 2, "symbols": ["Cl", "H", "C", "C", "C", "C", "Cl", "H", "H", "H", "H", "H", "H", "H", "H"], "xyz": [[1.851, -0.939, 3.797], [2.194, 0.231, 3.462], [0.218, 0.156, -1.131], [1.063, -0.988, -1.443], [-1.085, -0.035, -0.518], [-1.458, 1.024, 0.544], [0.912, 1.663, -1.219], [0.836, -1.801, -0.709], [1.033, -1.387, -2.455], [2.136, -0.677, -1.356], [-1.872, 0.021, -1.287], [-1.183, -1.049, -0.078], [-2.477, 0.777, 0.902], [-0.713, 0.968, 1.354], [-1.455, 2.035, 0.137]], "forces_ev_per_a": [[-0.145, -0.448, 0.113], [0.135, 0.456, -0.136], [0.009, -1.103, -0.007], [1.762, -0.658, 0.567], [-1.564, 0.507, 0.536], [-0.112, -0.789, 0.109], [0.494, 1.513, -0.215], [0.356, 0.367, -0.694], [-0.522, -0.118, -0.250], [-0.708, -0.436, 0.235], [-0.043, -0.135, -0.079], [0.251, 0.491, -0.240], [0.601, 0.303, 0.119], [-0.484, 0.151, -0.050], [-0.030, -0.100, -0.007]]}